## one
C9H8ClNO3 | wB97M-V/def2-TZVPD

The geometry in XYZ format:
```
22
Properties=species:S:1:pos:R:3:lowdin_charge:R:1
Cl -2.105 2.814 -0.291 0.76
O 1.963 1.426 1.876 -0.08
O 0.527 -3.510 -0.949 0.10
O -1.235 -3.605 0.302 0.08
N -0.525 -3.112 -0.541 -0.35
C -0.169 1.084 0.201 -0.10
C 0.789 0.167 0.012 -0.06
C -0.910 -1.713 -1.026 -0.18
C -1.966 -1.161 -0.427 0.00
C 0.044 -0.925 -3.343 0.17
C -0.389 -1.339 -2.284 -0.10
C -1.582 1.243 -0.393 -0.72
C 2.003 0.310 1.003 -0.23
C -2.395 0.204 -0.499 -0.10
H 2.921 0.517 0.383 0.13
H -2.473 -1.794 0.159 0.09
H 0.009 1.744 1.114 0.12
H -3.447 0.520 -0.750 0.13
H 0.493 -0.409 -4.194 0.06
H 2.042 -0.576 1.758 0.15
H 2.280 2.127 1.385 0.04
H 1.147 -0.520 -0.709 0.08
```

Results
- structure (SMILES) = C#C\C(=C/C=C(Cl)\C=C\CO)[N+](=O)[O-]
- net charge = 0
- LUMO energy (hartree) = -0.03054
- highest occupied orbital energy (eV) = -9.4

---

## two
C9H8ClNO3 | wB97M-V/def2-TZVPD

The geometry in XYZ format:
```
22
Properties=species:S:1:pos:R:3:lowdin_charge:R:1
Cl 2.248 2.873 1.037 0.61
O -2.070 -1.495 -0.744 0.08
O 1.642 -1.904 -2.249 -0.09
O -1.896 -1.870 1.464 0.07
N -1.813 -1.174 0.421 -0.31
C -1.621 0.979 -0.547 -0.12
C 1.502 0.319 0.340 -0.12
C 0.816 -0.391 -0.620 -0.06
C -1.327 0.174 0.556 -0.26
C 0.042 1.755 1.773 -0.10
C 1.238 -1.780 -0.881 -0.26
C -2.162 1.372 -1.539 0.19
C -1.035 0.757 1.725 0.01
C 1.089 1.472 0.960 -0.59
H 2.470 -0.106 0.686 0.14
H 0.055 -0.102 -1.373 0.12
H -2.393 1.911 -2.411 0.04
H 1.860 -2.160 -0.124 0.10
H -0.062 2.745 2.303 0.13
H -1.345 0.356 2.686 0.13
H 0.329 -2.428 -0.912 0.13
H 2.432 -1.302 -2.551 0.15
```

Results
- structure (SMILES) = C#C\C(=C/C=C(Cl)\C=C\CO)[N+](=O)[O-]
- net charge = 0
- LUMO energy (spin up / spin down) (hartree) = -0.04963 / -0.04962
- highest occupied orbital energy (spin up / spin down) (eV) = -9.4 / -9.4

---

The most stable of them is one.

---

## one
C4H9N2S | wB97M-V/def2-TZVPD

The geometry in XYZ format:
```
16
Properties=species:S:1:pos:R:3:lowdin_charge:R:1
S 1.712 -0.126 0.347 0.89
N 0.048 0.009 0.330 -0.48
N -1.502 -1.433 -0.182 0.14
C -1.324 -0.867 -1.232 -0.04
C 2.049 1.580 0.660 -0.35
C -0.439 0.357 -1.184 -0.04
C -0.737 -0.939 1.031 -0.14
H -1.743 -1.285 -2.166 0.18
H 1.559 1.849 1.533 0.01
H 1.363 2.092 -0.042 0.05
H -1.246 -0.639 1.929 0.14
H 3.088 1.778 0.746 0.05
H -0.963 1.343 -1.239 0.14
H -0.263 -1.781 1.357 0.09
H -2.140 -2.253 -0.057 0.22
H 0.537 0.314 -1.830 0.14
```

Results
- structure (SMILES) = CSN1CC=[NH+]C1
- net charge = +1
- LUMO energy (hartree) = -0.16091
- highest occupied orbital energy (eV) = -12.3

---

## two
C4H9N2S | wB97M-V/def2-TZVPD

The geometry in XYZ format:
```
16
Properties=species:S:1:pos:R:3:lowdin_charge:R:1
S 0.011 -1.591 -1.685 0.67
N 0.998 0.239 0.454 0.00
N -1.634 -1.606 -1.785 -0.53
C 1.174 2.738 0.295 0.15
C 1.341 -0.531 1.660 -0.02
C -2.571 -0.962 -1.122 0.03
C 1.108 1.469 0.373 -0.04
H 2.305 -0.941 1.457 0.08
H 0.486 -0.364 -0.305 -0.05
H 1.937 3.343 -0.061 0.08
H -2.547 -0.060 -0.435 0.12
H 1.462 0.100 2.572 0.12
H 0.861 -1.552 1.670 0.12
H 0.454 3.434 0.488 0.07
H -1.800 -2.400 -2.445 0.11
H -3.585 -1.316 -1.131 0.08
```

Results
- net charge = +1
- LUMO energy (spin up / spin down) (hartree) = -0.14664 / -0.14666
- highest occupied orbital energy (spin up / spin down) (eV) = -12.4 / -12.4

---

The most stable of them is one.